## P
Computed, not measured: 2 unconnected molecules or ions with the total composition C3H6N2O, with wB97M-V/def2-TZVPD.

Summary:
gap between HOMO and LUMO: 9.03 eV
LUMO: 0.45 eV
M: 86.1 g mol⁻¹

The geometry in ORCA input format:
```
! RIJCOSX wB97M-V def2-TZVPD def2/J DEFGRID3
* xyz 0 1
C -1.8791 -0.1455 -1.8052
H 0.3303 -1.8554 1.0921
H 1.6371 -1.4074 0.0160
H -2.1787 -0.3946 -2.7969
H 0.7942 2.0004 0.2686
C -1.5327 0.1034 -0.6636
N 0.9599 -1.1603 0.7203
H 1.8871 0.8850 -0.4886
H -1.3346 0.3776 0.9421
O -0.4391 0.3989 1.6558
N 1.2361 1.0936 0.2520
C 0.5195 0.1041 0.8074
*
```

natural (NBO) population analysis, charges in e, atoms 1 to 5:
1. C -0.430
2. H 0.431
3. H 0.403
4. H 0.212
5. H 0.430

=====

## Q
Computed, not measured: C3H6N2O in the gas phase, with wB97M-V/def2-TZVPD.

Summary:
gap between HOMO and LUMO: 8.64 eV
LUMO: 0.51 eV
M: 86.1 g mol⁻¹

The geometry in ORCA input format:
```
! RIJCOSX wB97M-V def2-TZVPD def2/J DEFGRID3
* xyz 0 1
H 2.7704 0.3616 -0.2642
C 0.8729 0.8759 0.2730
H 1.6375 -0.9487 -0.3751
C -1.4531 0.3871 -0.8112
O 1.1063 2.0212 0.6118
C -0.5421 0.3544 0.3568
H -0.9272 0.5027 1.3699
H -1.4373 -1.5991 0.4895
N 1.8253 0.0199 -0.1847
H -2.4791 0.4261 -0.4176
H -0.5204 -1.3885 -0.9584
N -0.8530 -1.0126 -0.0899
*
```

natural (NBO) population analysis, charges in e, atoms 1 to 5:
1. H 0.408
2. C 0.660
3. H 0.391
4. C -0.346
5. O -0.599

=====

Most stable to least stable, the ends of the list are Q and P.